No. 1
{"formula": "C20H21N3O6", "method": "ωB97M-V with the def2-TZVPD basis set", "elements": ["O", "O", "O", "O", "O", "O", "N", "N", "N", "C", "C", "C", "C", "C", "C", "C", "C", "C", "C", "C", "C", "C", "C", "C", "C", "C", "C", "C", "C", "H", "H", "H", "H", "H", "H", "H", "H", "H", "H", "H", "H", "H", "H", "H", "H", "H", "H", "H", "H", "H"], "positions_angstrom": [[-0.56658, 2.06169, 5.10696], [-1.84276, -0.97682, -3.65477], [1.92102, -2.38773, -1.51715], [-2.86619, 0.33940, 1.32420], [-4.71020, 0.25687, 0.10805], [1.50890, 1.76419, 5.95625], [0.98562, 0.69030, 4.10694], [1.61683, -1.10731, -3.40273], [-0.17013, -1.80217, -2.32320], [0.41861, -1.25858, 1.06492], [1.23056, -1.82271, -2.32711], [-3.58070, -0.13376, 0.25605], [0.32217, 0.18228, 2.99829], [1.01926, -0.70785, 2.16864], [-1.59291, -0.03702, 1.56543], [1.19247, 2.62108, 7.05565], [-0.98471, -2.47407, -1.33009], [0.43912, 1.87692, 8.14820], [0.51688, -0.58946, -4.18028], [0.52935, -1.08828, -5.64515], [-0.67761, -1.11724, -3.39129], [0.48021, 0.16798, -6.51942], [0.52069, 1.55537, 5.06064], [-0.98549, 0.51880, 2.68735], [-0.90699, -0.94348, 0.73435], [-1.62922, -1.48501, -0.38878], [-2.90105, -1.08503, -0.60609], [1.09874, 1.25409, -5.64501], [0.50861, 0.94947, -4.27176], [1.06347, 1.39783, -3.44879], [0.98906, -1.92910, 0.44274], [0.85331, 2.25770, -5.98590], [0.27327, 2.54112, 8.99129], [-0.33304, -3.16905, -0.79673], [2.04159, -0.96412, 2.40384], [1.44840, -1.64982, -5.81763], [2.15870, 2.98033, 7.41508], [1.01134, 1.01448, 8.48176], [-1.54527, 1.20432, 3.30024], [2.58308, -0.96213, -3.63834], [0.59411, 3.46089, 6.68868], [2.18516, 1.15144, -5.62278], [-0.52316, 1.54041, 7.77069], [-0.31521, -1.74747, -5.83972], [-0.52604, 1.29267, -4.22775], [-0.55616, 0.42419, -6.73820], [1.93738, 0.37700, 4.24338], [-3.47614, -1.44609, -1.44371], [1.00932, 0.03014, -7.46044], [-1.76765, -3.02668, -1.85682]], "lumo_ha": 0.0056, "spin_multiplicity": 1, "gap_ha": 0.31139, "smiles": "CCOC(=O)Nc1ccc2c(CN3C(=O)NC4(CCCC4)C3=O)cc(=O)oc2c1", "homo_energy_ev": -8.3}

No. 2
{"formula": "C20H21N5O5S", "method": "ωB97M-V with the def2-TZVPD basis set", "elements": ["S", "O", "O", "O", "O", "O", "N", "N", "N", "N", "N", "C", "C", "C", "C", "C", "C", "C", "C", "C", "C", "C", "C", "C", "C", "C", "C", "C", "C", "C", "C", "H", "H", "H", "H", "H", "H", "H", "H", "H", "H", "H", "H", "H", "H", "H", "H", "H", "H", "H", "H", "H"], "positions_angstrom": [[-5.34369, -0.83417, 4.36087], [-1.78377, 1.39352, 2.51437], [-3.10731, 2.96601, -1.28048], [-1.75712, -3.45423, 2.56142], [-3.26898, 1.36959, 0.15298], [3.77990, -0.18002, -1.54910], [-3.07436, -1.32256, 3.19265], [-1.99894, -1.23977, 2.33452], [3.31111, -2.37342, -1.14016], [-3.97692, 0.88314, 2.97867], [-3.27001, 2.54478, -0.16036], [1.66470, -3.50410, 0.17003], [-4.05220, 5.28775, 2.91188], [0.38064, -1.11344, 0.73524], [-3.50895, 3.49734, 0.89284], [-2.96418, 1.68236, 2.54875], [-3.71069, 3.98213, 3.22819], [0.53586, -3.49898, 0.95644], [3.12057, -1.16359, -4.66035], [-1.32918, -2.40631, 2.10057], [-3.43295, 3.07108, 2.21856], [4.03584, -1.35117, -1.69693], [-0.12554, -2.30568, 1.25261], [4.61031, -1.35427, -4.91729], [1.51403, -1.11302, -0.05244], [-4.02583, -0.43599, 3.44494], [2.17015, -2.30815, -0.34369], [-3.84401, 4.80608, 0.57197], [5.48419, -0.96568, -3.72514], [-4.11476, 5.70180, 1.58903], [5.23677, -1.83847, -2.49211], [4.80456, -2.39646, -5.18591], [3.65068, -3.31256, -1.29953], [-1.62175, -0.30053, 2.18994], [1.90035, -0.18852, -0.44679], [-3.20168, -2.28889, 3.50909], [0.13743, -4.41790, 1.35872], [-3.64687, 3.66957, 4.25940], [4.90360, -0.73710, -5.76939], [-4.88559, 1.32145, 3.08384], [2.16407, -4.43705, -0.05238], [-4.26692, 5.98704, 3.70505], [-3.89231, 5.09242, -0.46759], [-0.09738, -0.16710, 0.93308], [6.53279, -1.04815, -4.01802], [5.28766, 0.07230, -3.45069], [6.09829, -1.76429, -1.82241], [2.55498, -1.33652, -5.57338], [2.92183, -0.15172, -4.31638], [2.75760, -1.85535, -3.90348], [5.12142, -2.88387, -2.78386], [-4.37742, 6.72067, 1.35222]], "lumo_ha": -0.0392, "spin_multiplicity": 1, "gap_ha": 0.26128, "smiles": "CCCCC(=O)Nc1ccc(C(=O)NNC(=S)NC(=O)c2ccccc2[N+](=O)[O-])cc1", "homo_energy_ev": -8.2}

No. 3
{"formula": "C20H21NO2", "method": "ωB97M-V with the def2-TZVPD basis set", "elements": ["O", "O", "N", "C", "C", "C", "C", "C", "C", "C", "C", "C", "C", "C", "C", "C", "C", "C", "C", "C", "C", "C", "C", "H", "H", "H", "H", "H", "H", "H", "H", "H", "H", "H", "H", "H", "H", "H", "H", "H", "H", "H", "H", "H"], "positions_angstrom": [[-0.72076, -0.44827, 2.25854], [7.20875, -0.76754, -0.50171], [-1.39868, 1.17800, 0.86104], [5.90205, -0.60504, -0.16564], [-5.88031, 0.12877, -0.35528], [3.82507, 0.59514, -0.01760], [-2.68174, 1.48093, -1.06898], [0.91284, 0.49365, 0.82688], [-3.66887, 1.23968, 0.09265], [5.15065, 0.54291, -0.40220], [-1.37759, 1.90357, -0.38647], [-0.45275, 0.34436, 1.36766], [-3.93415, -1.24803, -0.15947], [-4.51393, 0.01606, -0.13988], [-6.65462, -0.99565, -0.58446], [1.82012, -0.46778, 1.03610], [3.20478, -0.48287, 0.61388], [5.29374, -1.69284, 0.46647], [-2.76542, 1.11684, 1.33878], [3.97495, -1.62865, 0.84821], [7.88226, 0.29404, -1.13318], [-4.70645, -2.37191, -0.38625], [-6.06931, -2.24909, -0.60049], [-6.67220, -3.12759, -0.77712], [-2.90862, 0.18125, 1.88221], [-7.71722, -0.89160, -0.74913], [3.52035, -2.47724, 1.33801], [3.26822, 1.49971, -0.20885], [-4.24363, -3.34787, -0.39418], [5.88661, -2.57587, 0.64588], [-6.34445, 1.10514, -0.34235], [-2.87308, -1.35628, 0.01347], [1.48328, -1.34392, 1.57766], [-3.04351, 2.23339, -1.76693], [-1.38002, 2.98298, -0.18527], [7.91062, 1.18609, -0.49914], [-2.94621, 1.94680, 2.03099], [1.15374, 1.40907, 0.31031], [7.42444, 0.54552, -2.09539], [-0.50698, 1.65410, -0.99020], [5.58964, 1.40263, -0.88431], [-4.32572, 2.10599, 0.20380], [-2.52420, 0.55121, -1.61731], [8.89828, -0.05980, -1.30071]], "lumo_ha": 0.0131, "spin_multiplicity": 1, "gap_ha": 0.31209, "smiles": "COc1ccc(/C=C/C(=O)N2CC[C@@H](c3ccccc3)C2)cc1", "homo_energy_ev": -8.1}

No. 4
{"formula": "C20H22Br2CrN2O4PS7", "method": "ωB97M-V with the def2-TZVPD basis set", "elements": ["Br", "Br", "Cr", "S", "S", "S", "S", "S", "S", "S", "P", "O", "O", "O", "O", "N", "N", "C", "C", "C", "C", "C", "C", "C", "C", "C", "C", "C", "C", "C", "C", "C", "C", "C", "C", "C", "C", "H", "H", "H", "H", "H", "H", "H", "H", "H", "H", "H", "H", "H", "H", "H", "H", "H", "H", "H", "H", "H", "H"], "positions_angstrom": [[2.02589, -2.16618, 2.14171], [-2.22157, 2.05321, -1.33474], [-0.06300, 0.04258, -0.49863], [-1.60374, -1.17384, 1.06690], [2.83314, 6.49952, 0.32526], [1.79360, 5.17799, 2.77899], [0.47415, 3.09231, 4.42774], [1.72857, 3.73957, 0.35158], [0.44106, 1.25814, 1.55681], [-2.92896, -3.18161, -1.45328], [-2.87739, -2.57291, 0.37883], [-0.44294, -0.78257, -2.22425], [-4.35065, -2.08824, 0.92071], [0.59221, -1.55986, -4.06700], [-2.71428, -3.86561, 1.34100], [0.46860, 1.64143, -1.68646], [1.38063, -1.78520, -0.54388], [1.66891, 1.83220, -2.21087], [2.12697, 5.22433, 1.11248], [-2.74837, -3.72936, 2.76100], [2.25800, -2.38911, 0.23825], [-4.80762, -0.74584, 0.76558], [3.37379, 3.04168, -3.59784], [2.59162, -2.80035, -2.43275], [-5.22021, -0.42351, -0.66119], [1.07057, 3.58811, 2.86242], [3.49604, -3.37415, -1.57817], [-1.75603, -4.70985, 3.34666], [3.31207, -3.17602, -0.15082], [1.53560, -2.02545, -1.94159], [1.97444, 2.88281, -3.06361], [1.02656, 2.86528, 1.70387], [0.51934, -1.44539, -2.83152], [0.95497, 3.76495, -3.36166], [1.54284, 1.67389, 4.77828], [-0.31383, 3.56112, -2.84794], [-0.50470, 2.46678, -2.02436], [4.09308, 3.11623, -2.77920], [3.65430, 2.18433, -4.21161], [-0.73411, -4.38364, 3.13624], [2.41842, 1.10265, -1.91905], [2.59089, 1.96814, 4.72092], [-1.90200, -5.69970, 2.90537], [1.33265, 0.86939, 4.07264], [-3.76576, -3.93448, 3.10581], [3.45697, 3.94458, -4.20360], [-1.13860, 4.22329, -3.06773], [4.31302, -3.98583, -1.94613], [-2.48468, -2.71067, 3.04526], [1.30108, 1.35796, 5.79553], [-6.00635, -1.10050, -1.00254], [-1.89114, -4.78231, 4.43267], [-5.58221, 0.61090, -0.71604], [-5.65594, -0.65276, 1.44511], [2.65043, -2.93065, -3.50738], [-4.36958, -0.53633, -1.33658], [1.14830, 4.61904, -4.00315], [-4.02434, -0.06297, 1.09845], [3.95931, -3.62752, 0.58747]], "s2": 8.781, "charge": -2, "lumo_ha": [0.1408, 0.1407], "spin_multiplicity": 6, "gap_ha": [0.11851, 0.23756], "homo_energy_ev": [0.6, -2.6]}